No. 1
123
Properties=species:S:1:pos:R:3 method="wB97M-V/def2-TZVPD" homo_ev=-8.321 total_charge=0
C 4.1362 -1.6197 5.1661
C 2.6961 -1.1172 4.8945
Si 2.6753 0.4089 3.8060
S 3.7840 -0.0111 1.9859
O 1.1427 0.8055 3.2910
Si 0.1718 1.5723 4.4191
O -1.1797 0.6648 4.6993
C -2.2793 0.8568 3.8350
C -3.5663 0.2140 4.4648
N -3.2565 -0.7589 5.5166
C -3.5850 -2.1559 5.2082
C -2.3584 -3.0936 5.0044
C -2.2601 -3.6142 3.5483
O -1.1391 -2.4434 5.3690
H 4.2186 -2.6939 5.0145
H 4.8790 -1.1508 4.5238
H 4.4214 -1.4296 6.1972
H 2.1286 -1.8911 4.3776
H 2.2096 -0.9522 5.8548
H 3.3781 1.5511 4.4228
H 4.4743 -1.1183 2.2940
H 0.8942 1.7932 5.6833
H -0.2506 2.8818 3.8813
H -2.0964 0.3789 2.8695
H -2.4474 1.9197 3.6536
H -4.1847 -0.2113 3.6759
H -4.1143 1.0370 4.9247
H -3.7974 -0.5144 6.3316
H -4.2424 -2.2475 4.3432
H -4.1432 -2.5497 6.0603
H -2.4533 -3.9665 5.6513
H -2.5683 -4.6555 3.5251
H -2.8585 -3.0277 2.8584
H -1.2285 -3.5389 3.2100
H -0.6465 -3.0280 5.9627
C 4.9662 3.5786 -0.6510
O 4.9838 4.7443 -1.0384
N 5.3157 2.5322 -1.4511
N 4.5876 3.2344 0.6105
H 5.2858 1.5754 -1.1356
H 5.6119 2.7445 -2.3849
H 4.3159 3.9728 1.2391
H 4.5650 2.2834 0.9380
C 4.6973 -1.0623 -2.0100
O 5.1998 -0.4374 -1.0756
N 3.8496 -2.1011 -1.8331
N 4.9664 -0.7367 -3.3033
H 3.4329 -2.6140 -2.5942
H 3.6240 -2.3598 -0.8900
H 5.6011 0.0223 -3.4648
H 4.5880 -1.2283 -4.0920
C -4.6245 -4.0341 0.1808
O -4.6262 -4.7923 1.1349
N -4.5169 -4.4894 -1.1097
N -4.7314 -2.6772 0.2911
H -4.5056 -3.8693 -1.9003
H -4.4182 -5.4771 -1.2527
H -4.8127 -2.2955 1.2146
H -4.6998 -2.0495 -0.4982
C -5.5039 -0.6772 -3.0544
O -4.4626 -1.2413 -2.7284
N -5.9770 -0.6991 -4.3301
N -6.2799 -0.0114 -2.1550
H -6.8346 -0.2629 -4.6118
H -5.4317 -1.1873 -5.0162
H -5.9550 0.0338 -1.1977
H -7.1401 0.4418 -2.3996
C -7.9282 -4.0648 -3.7879
O -8.7528 -3.3387 -4.3187
N -7.9255 -5.4210 -3.9716
N -6.9462 -3.5842 -2.9730
H -7.2637 -6.0379 -3.5417
H -8.6369 -5.8042 -4.5649
H -6.9252 -2.5967 -2.8150
H -6.2530 -4.1538 -2.5266
C -4.0303 2.1656 0.1849
O -4.5359 1.2693 0.8566
N -2.8733 1.9870 -0.5059
N -4.5859 3.4040 0.0910
H -2.4399 2.7039 -1.0557
H -2.4471 1.0795 -0.4635
H -5.4344 3.5663 0.5997
H -4.1842 4.1545 -0.4397
C 2.9178 6.7161 1.7697
O 2.9383 5.7175 2.4702
N 3.1883 6.6774 0.4381
N 2.6172 7.9566 2.2793
H 3.1988 7.4823 -0.1594
H 3.4305 5.7808 0.0418
H 2.4286 8.0145 3.2629
H 2.5983 8.7945 1.7286
C 8.3524 -2.5218 -3.1413
O 7.4483 -2.7669 -3.9222
N 9.6606 -2.8000 -3.4299
N 8.1302 -1.9435 -1.9237
H 10.4204 -2.6051 -2.8068
H 9.8540 -3.2216 -4.3185
H 7.1816 -1.7105 -1.6820
H 8.8599 -1.7300 -1.2713
C 1.5851 -4.5586 -4.4401
O 1.9258 -3.7825 -3.5586
N 0.3456 -4.5106 -5.0048
N 2.4176 -5.5249 -4.9198
H 0.0408 -5.1332 -5.7281
H -0.2865 -3.8098 -4.6652
H 3.3367 -5.5801 -4.5212
H 2.1607 -6.1710 -5.6412
C -1.4584 7.2264 0.9374
O -2.5118 7.0918 0.3352
N -0.2404 7.1045 0.3340
N -1.4125 7.5101 2.2734
H 0.6278 7.2184 0.8267
H -0.2270 6.8893 -0.6447
H -2.2874 7.6045 2.7534
H -0.5579 7.6152 2.7866
C 1.8549 1.4506 -5.0881
O 1.2689 1.7838 -6.1035
N 1.6054 0.2714 -4.4449
N 2.8138 2.2325 -4.5026
H 2.0853 -0.0093 -3.6092
H 0.9041 -0.3324 -4.8295
H 3.0216 3.1092 -4.9426
H 3.3003 1.9805 -3.6612


No. 2
54
Properties=species:S:1:pos:R:3 method="wB97M-V/def2-TZVPD" homo_ev="-5.021 / -5.181" total_charge=-1 s2=2.05 multiplicity=3
Mo -1.3779 -1.2421 0.7519
O 4.4879 0.1171 4.2585
C 3.3773 0.4335 4.7322
O 3.0327 1.0141 5.7822
C 2.1882 -0.0103 3.8773
C 1.9585 -1.3606 3.6205
C 0.8932 -1.7447 2.8420
N 0.0642 -0.8483 2.2703
C 0.2542 0.4632 2.5548
C 1.2697 0.9078 3.3569
C -0.7140 1.3868 1.8485
O -0.6861 2.5814 1.9754
O -1.5660 0.7149 1.0854
H 2.6345 -2.1091 4.0163
H 0.6851 -2.7821 2.6338
H 1.3537 1.9677 3.5547
F -5.3696 4.3887 -1.0278
C -4.7958 3.1872 -1.0244
C -3.4266 3.0679 -1.0689
F -2.6683 4.1666 -1.1199
C -2.8497 1.8153 -1.0844
F -1.5227 1.7906 -1.1563
C -3.5856 0.6374 -1.0511
S -2.8834 -0.9864 -1.1865
C -4.9647 0.8085 -0.9850
F -5.7741 -0.2424 -0.9386
C -5.5661 2.0503 -0.9859
F -6.8991 2.1586 -0.9530
Se -3.1535 -1.7528 2.4272
Te -4.8155 -3.2243 1.2757
Te -3.0733 -4.8784 -0.0639
Se -0.9472 -3.5265 0.2127
C 0.5396 0.7173 -3.7770
C 0.8794 -0.5987 -3.0692
Sb 0.8006 -0.5576 -0.9225
C 2.3090 -2.0437 -0.4515
C 2.8035 -2.8898 -1.6309
C 2.0003 1.1695 -0.5141
C 3.3073 1.1813 -1.3109
H 0.8740 0.6758 -4.8185
H 1.0223 1.5808 -3.3117
H -0.5308 0.9043 -3.7810
H 1.8989 -0.9049 -3.3036
H 0.2092 -1.3962 -3.3880
H 1.8507 -2.6895 0.2933
H 3.1360 -1.5271 0.0388
H 1.9798 -3.4305 -2.1033
H 3.5344 -3.6311 -1.2950
H 3.2885 -2.2821 -2.3960
H 2.1957 1.1448 0.5585
H 1.3934 2.0541 -0.7134
H 3.8971 0.2790 -1.1347
H 3.9224 2.0338 -1.0136
H 3.1286 1.2610 -2.3860


No. 3
61
Properties=species:S:1:pos:R:3 method="wB97M-V/def2-TZVPD" e_above_lowest_ev=9.786 homo_ev=-16.678 total_charge=+3
Al -0.6317 -0.0268 0.1622
C -1.0652 -3.5813 -3.2841
S -1.5989 -3.7932 -1.5216
O -1.0465 -2.6403 -0.6797
C -0.3873 -5.1453 -1.3321
H -1.8469 -3.0515 -3.8278
H -0.9975 -4.5465 -3.7824
H -0.0974 -3.0865 -3.3274
H -0.4755 -5.9768 -2.0350
H -0.3921 -5.7081 -0.3957
H 0.6379 -4.7959 -1.4713
C 3.5805 2.4466 2.0192
S 3.0754 0.8003 1.4449
O 1.7749 0.9344 0.6406
C 4.3495 0.6420 0.1767
H 3.2890 3.2036 1.2940
H 4.6588 2.4432 2.1792
H 3.1705 2.6623 3.0054
H 4.2557 1.3748 -0.6216
H 4.3107 -0.3683 -0.2270
H 5.3022 0.7665 0.6921
C 3.0791 -2.9409 1.5162
S 1.4724 -2.9975 2.3934
O 0.3408 -2.2675 1.6872
C 1.2987 -4.8040 2.2146
H 2.8418 -3.3290 0.5263
H 3.8025 -3.4371 2.1575
H 3.4071 -1.9175 1.3372
H 1.5838 -5.1049 1.2049
H 0.2220 -4.9861 2.1499
H 1.7375 -5.3935 3.0133
C 0.3240 4.1778 1.1659
S -1.3027 4.1195 0.3439
O -1.5188 2.6320 0.1333
C -2.1890 4.4439 1.9111
H 0.5116 3.2964 1.7821
H 0.4514 4.9864 1.8892
H 1.1585 4.2765 0.4726
H -1.9204 3.5952 2.5487
H -3.2651 4.3949 1.7597
H -1.8822 5.2825 2.5343
C 0.2266 0.6018 -4.4249
S 0.3498 2.0290 -3.2485
O -0.0246 1.5932 -1.8496
C 2.1387 2.3098 -3.1612
H 1.1758 0.5923 -4.9627
H -0.6512 0.5822 -5.0643
H 0.2443 -0.3647 -3.9134
H 2.4488 2.7962 -2.2379
H 2.5484 2.8192 -4.0315
H 2.6395 1.3399 -3.0753
C -4.7130 1.2920 2.7250
S -4.4866 1.5653 0.9491
O -3.2701 0.8265 0.4681
C -5.8815 0.5717 0.3498
H -5.7710 1.5222 2.8543
H -4.0665 1.8538 3.3923
H -4.5477 0.2245 2.8777
H -5.8763 -0.4745 0.6467
H -5.7326 0.5832 -0.7310
H -6.7696 1.1559 0.5874


No. 4
22
Properties=species:S:1:pos:R:3 method="wB97M-V/def2-TZVPD" e_above_lowest_ev=1.718 homo_ev=-12.376 total_charge=+1
C 2.6548 1.7892 -0.1499
C 3.2692 0.7926 -0.7397
C 2.3711 -1.3703 0.1138
C 1.4470 1.8130 0.8191
C -0.7384 -0.0945 0.2895
C -1.8821 -0.5867 -0.0772
C -3.0106 0.1206 -0.7569
N 3.0937 -0.5327 -0.3429
N -2.1541 -2.0175 0.1981
O 1.7804 -2.3166 0.4462
S -0.4378 1.5895 0.1760
H 2.8936 2.8167 -0.3000
H 4.1268 0.8897 -1.4388
H 1.4586 1.2226 1.7013
H 1.4579 2.7599 1.2759
H -0.0405 -0.8827 0.6700
H -3.5011 0.6166 0.0763
H -3.6683 -0.4904 -1.4276
H -2.6017 0.9337 -1.4151
H -2.9049 -2.3648 -0.4333
H -2.3605 -2.1501 1.2269
H -1.2530 -2.5379 0.0883


E_tot in eV, matching the order above: -109263.9449 -207774.1421 -96886.9002 -23291.4928